[1]
The following is a DFT calculation (ωB97M-V with the def2-TZVPD basis set) of C4H11ClNOPd as an isolated structure.

As for the charge: +1. Its relative energy (zero: lowest compared OMol25 entry of this formula, charge and spin) is 1.391 eV. Its max |F| is 0.08330 hartree/bohr. The multiplicity is 3.

Structure (XYZ):
```
19
Properties=species:S:1:pos:R:3:forces:R:3
Pd 15.79670 9.69481 14.87360 0.5 0.0 1.5
Cl 16.55928 9.70665 17.34123 -0.9 -0.1 -1.2
C 13.16398 8.72221 21.70170 0.5 1.0 -0.6
C 13.42193 9.20209 20.23802 -1.3 -2.9 0.6
C 13.44333 10.72949 19.95124 -0.1 1.2 -0.3
O 12.19707 11.27699 20.30282 -0.2 -0.8 0.0
C 12.10534 12.68800 20.14390 0.4 0.6 -0.1
N 14.54424 8.44038 19.65824 -0.4 3.9 1.8
H 13.98884 9.16578 22.25933 0.0 -0.5 0.6
H 13.07389 7.63962 21.79109 0.6 0.0 -0.2
H 12.22671 9.06824 22.13745 0.1 0.5 -0.4
H 12.57518 8.82879 19.66205 -0.5 0.3 -0.5
H 13.63627 10.86142 18.88660 0.1 0.0 -0.2
H 14.19940 11.29206 20.49893 0.6 -0.5 0.2
H 11.08012 13.02256 20.30233 0.0 -0.5 0.0
H 12.43526 13.03339 19.16412 -0.1 -0.3 -0.4
H 12.73158 13.25023 20.83659 0.2 -0.3 0.4
H 15.32683 8.52783 20.29070 0.7 -1.4 0.7
H 14.90251 8.80830 18.78854 0.1 -0.4 -1.9
```
Positions in Å, forces in eV/Å.

[2]
The following is a DFT calculation (ωB97M-V with the def2-TZVPD basis set) of C4H11CsNO5S as an isolated structure.

As for the charge: -1. Its relative energy (zero: lowest compared OMol25 entry of this formula, charge and spin) is 1.860 eV. Its max |F| is 0.10946 hartree/bohr.

Structure (XYZ):
```
23
Properties=species:S:1:pos:R:3:forces:R:3
Cs 3.44483 -0.29342 -1.73734 0.2 0.7 1.3
S 3.95984 0.94070 1.50408 3.6 1.1 0.7
O 3.54705 -0.39961 1.19310 -2.0 -4.2 -3.2
O 3.76908 1.91723 0.42838 -1.0 0.4 -2.6
O 3.23667 1.31331 2.64684 -2.7 2.0 3.9
O 5.39256 0.86058 1.77824 1.7 0.2 0.1
C -0.25157 -1.19745 -1.25491 -0.3 1.5 -0.4
C -0.82758 0.23822 -1.28499 0.1 -1.3 -0.6
C -2.18641 0.26560 -0.57994 0.1 1.2 -2.5
O -2.01766 0.18721 0.74760 -0.5 -0.1 2.7
C -2.68734 -0.91289 1.30538 -0.3 0.0 0.0
N 0.16385 1.15555 -0.75875 -0.7 -0.3 0.1
H -1.05077 -1.75860 -1.73917 0.5 -0.9 0.3
H 0.02984 -1.46147 -0.23550 -0.4 -0.4 0.0
H 0.67170 -1.17726 -1.83393 -0.2 -0.4 -0.2
H -1.00904 0.48511 -2.33105 -0.1 0.1 -0.3
H -2.91843 -0.45461 -0.94537 0.2 -0.5 -0.3
H -2.65007 1.21481 -0.84851 -0.1 0.5 0.1
H -2.28185 -1.79703 0.81346 0.4 -0.6 1.0
H -3.74868 -1.00388 1.07436 -0.5 0.7 -0.4
H -2.69302 -0.77586 2.38671 0.8 -0.7 0.0
H -0.36655 1.94582 -0.42073 0.4 0.7 0.1
H 0.47356 0.70794 0.09203 0.7 0.2 0.5
```
Positions in Å, forces in eV/Å.

[3]
The following is a DFT calculation (ωB97M-V with the def2-TZVPD basis set) of C4H11FNOPS as an isolated structure.

Its relative energy (zero: lowest compared OMol25 entry of this formula, charge and spin) is 0.000 eV. Its max |F| is 0.08470 hartree/bohr.

Structure (XYZ):
```
20
Properties=species:S:1:pos:R:3:forces:R:3
C -1.70259 -1.92827 -0.89368 -2.6 -0.6 0.1
C 1.15500 -1.22069 -0.38749 -0.7 3.7 -0.5
C -1.38389 -0.43894 -0.75204 2.6 -2.8 1.7
C -0.08466 -0.37579 0.08334 0.1 1.1 -0.3
N 0.63958 0.89463 0.15704 -0.5 0.9 -1.9
O -0.05388 3.35516 1.61530 2.9 -1.6 1.0
F 2.55647 0.15175 1.43693 0.5 -0.3 -1.2
P 2.15384 0.33419 -0.16661 -0.6 0.7 2.6
S 3.57336 1.27308 -1.06073 -0.7 -0.7 0.0
H -0.95530 -2.62694 -1.38967 -0.8 1.3 0.6
H -1.93139 -2.27051 0.12604 0.4 -0.4 -0.2
H -2.73199 -2.04115 -1.38660 1.5 0.0 0.2
H 1.40113 -1.87423 0.34516 1.0 -2.7 1.5
H 1.16708 -1.46474 -1.41365 -0.2 -0.9 -0.9
H 0.55478 3.03840 2.38183 -1.9 1.0 -1.9
H -1.23178 -0.05702 -1.66121 1.2 1.5 -3.9
H -2.13177 0.20801 -0.41983 -1.5 0.4 1.5
H -0.32711 -0.49570 1.11856 -0.4 -1.4 0.7
H 0.14905 1.76866 0.30261 0.6 0.1 0.1
H -0.81594 3.77009 1.96470 -1.0 0.6 0.9
```
Positions in Å, forces in eV/Å.

[4]
The following is a DFT calculation (ωB97M-V with the def2-TZVPD basis set) of an isolated ion of composition C4H11I2N3P and charge +1.

As for the SMILES: C[C@]1(I)[NH2+]C[C@@H](NI)N1P. As for the charge: +1. Its relative energy (zero: lowest compared OMol25 entry of this formula, charge and spin) is 0.445 eV. Its max |F| is 0.06983 hartree/bohr.

Structure (XYZ):
```
21
Properties=species:S:1:pos:R:3:forces:R:3
C 2.07945 -0.19927 1.27387 1.3 1.2 0.0
C 0.93119 -0.34695 0.38544 -1.2 -1.3 -1.3
I 0.70701 -2.64924 -0.04607 -0.2 0.2 0.1
N 1.23303 0.09303 -1.19925 -0.5 -1.0 2.3
C -0.09281 0.31522 -1.80526 -1.1 -0.3 0.3
C -1.19888 0.45926 -0.70992 2.9 -1.1 1.3
N -2.17013 -0.46228 -0.88556 -0.9 -0.6 0.0
I -4.00626 -0.45214 -0.02777 -0.2 0.3 0.1
N -0.20141 0.28950 0.75698 -1.0 0.3 -3.4
P -0.75902 0.43979 2.38773 1.6 1.5 0.2
H 2.55743 0.73288 0.89798 0.4 -0.5 0.6
H 2.76364 -1.03343 1.39370 0.0 0.1 -0.4
H 1.68284 0.06047 2.24420 0.1 0.0 0.4
H 1.89044 -0.57024 -1.60750 -0.6 -0.6 -0.3
H 1.79081 0.90942 -1.10458 0.2 1.5 0.0
H -0.51084 -0.47504 -2.45583 1.2 0.3 0.0
H -0.12834 1.29512 -2.25118 0.5 0.0 -0.8
H -1.47639 1.46609 -0.83043 -1.0 1.2 1.2
H -1.86740 -1.42237 -0.90503 0.4 -0.2 -0.1
H -1.94239 -0.18896 2.34508 -1.6 -0.9 -0.4
H -1.28197 1.73915 2.14338 -0.1 -0.2 0.3
```
Positions in Å, forces in eV/Å.

[5]
The following is a DFT calculation (ωB97M-V with the def2-TZVPD basis set) of a 2-piece molecular cluster, C4H11IN2O overall.

As for the charge: +2. Its relative energy (zero: lowest compared OMol25 entry of this formula, charge and spin) is 0.415 eV. Its max |F| is 0.06504 hartree/bohr.

Structure (XYZ):
```
19
Properties=species:S:1:pos:R:3:forces:R:3
C 1.16012 1.77797 -0.14712 0.1 0.5 -0.5
C 0.14592 0.85075 -0.08931 -0.3 1.7 1.0
C -1.24256 1.35425 -0.43155 -0.9 -2.2 -0.6
C -1.46225 -3.26397 -0.22834 0.6 -0.6 0.2
N 2.60150 1.45961 0.17162 2.0 0.0 1.2
N 0.21792 -0.47193 0.37472 2.6 0.4 1.1
O -0.83182 -4.30483 0.19314 0.1 2.1 -2.6
I -0.68017 -2.46314 -1.95820 -1.0 -0.7 0.7
H 1.11373 2.87534 -0.50675 -0.5 -2.3 0.6
H -1.46915 2.35999 -0.17896 0.2 0.8 0.6
H -1.38513 1.30460 -1.51632 0.0 -0.1 0.0
H -2.04080 0.67209 0.02094 1.1 1.0 -0.5
H -2.33229 -2.80537 0.34968 1.0 -0.7 -0.8
H 3.00276 1.92415 1.10137 -1.3 -0.8 -2.2
H 3.29622 1.81923 -0.62273 -1.8 -1.4 1.9
H 2.72076 0.41526 0.39239 0.2 1.8 -1.0
H 1.03267 -0.58523 1.01436 -0.9 -0.3 -0.7
H -0.54248 -1.00770 0.79673 -0.1 1.3 -0.4
H -0.98461 -4.74304 1.00746 -1.1 -0.7 2.0
```
Positions in Å, forces in eV/Å.

[6]
The following is a DFT calculation (ωB97M-V with the def2-TZVPD basis set) of an isolated ion of composition C4H11IN3 and charge +1.

As for the SMILES: CC(=[NH2+])NCNCI. As for the charge: +1. Its relative energy (zero: lowest compared OMol25 entry of this formula, charge and spin) is 0.000 eV. Its max |F| is 0.08572 hartree/bohr.

Structure (XYZ):
```
19
Properties=species:S:1:pos:R:3:forces:R:3
C 0.52527 2.41986 -0.00263 0.2 -0.8 1.5
C 0.92258 0.95518 -0.01760 -2.2 2.4 1.6
N 1.97914 0.59107 -0.61323 2.6 -0.9 -1.7
N 0.17874 0.10146 0.61665 -3.7 -0.1 0.4
C 0.22638 -1.35807 0.32204 -0.7 0.2 0.0
N -0.79710 -1.82088 -0.59799 3.2 2.1 -2.2
C -2.10545 -1.78857 -0.18326 -2.0 -0.3 -3.6
I -3.11681 0.30734 -0.01358 0.3 -0.6 0.1
H 1.43902 3.03470 -0.03205 -0.7 0.1 -0.5
H -0.02206 2.64330 0.94575 0.6 -0.2 -0.6
H -0.22452 2.52608 -0.77458 0.2 0.5 -0.6
H 2.63014 1.22730 -1.00695 0.3 0.7 -0.3
H 2.24361 -0.36673 -0.69051 0.2 -0.4 0.0
H -0.86682 0.48759 0.90630 3.1 -1.2 -0.8
H 1.21638 -1.64905 -0.06698 -0.6 -0.1 0.6
H -0.02855 -1.80797 1.24539 0.5 -0.8 1.1
H -0.47276 -1.40437 -1.55035 -1.9 -1.3 1.8
H -2.76468 -2.25860 -1.05256 1.2 1.0 2.4
H -2.19311 -2.23402 0.77657 -0.5 -0.2 0.7
```
Positions in Å, forces in eV/Å.

> The lowest max |F| belongs to which entry?

C4H11IN2O

> The lowest max |F| belongs to which entry?

C4H11IN2O